The following is a quantum chemistry calculation of an isolated molecule of C8H12O2SSi at a distorted geometry, from OMol25.

Each line ends with the Löwdin spin population.
Cartesian coordinates (Å):
1 C 0.53546 1.78815 2.68814  0.03
2 C 0.99125 -1.15852 0.49708  0.22
3 C 0.32797 -0.56968 -0.30654  0.41
4 C 1.18793 0.82593 2.89665  0.11
5 C -0.59843 2.15018 -1.34451  0.01
6 C -0.69745 -0.56431 -3.18192  0.02
7 C -2.41592 -0.37404 -0.60285  0.00
8 C 1.81255 -1.83210 1.38402  0.37
9 O 1.87242 -1.32586 4.30940  0.19
10 O 3.55813 -0.32048 2.84385  0.17
11 Si -0.81451 0.23885 -1.40560  0.07
12 S 2.19876 -0.65549 3.10761  0.35
13 H 0.05717 2.75638 2.48775  0.00
14 H 0.32162 2.31626 -1.83626  0.00
15 H -1.43601 2.82725 -1.86997  0.00
16 H -0.62660 2.32036 -0.30048  0.00
17 H -0.18146 -1.48734 -3.16945  0.00
18 H -1.51735 -0.90296 -3.73894  0.00
19 H -0.19527 0.02391 -3.93501  0.00
20 H -3.28968 0.17622 -0.91967  0.00
21 H -2.60597 -1.47493 -0.83597  0.00
22 H -2.58037 -0.28717 0.49840  0.00
23 H 2.82755 -1.79519 0.93343  0.01
24 H 1.26822 -2.67542 1.80085  0.02

- Spin multiplicity: 3
- HOMO-LUMO gap (alpha / beta): 6.48 / 6.48 eV
- Net charge: 0
- Total energy: -31288.9477 eV

=====

The following is a quantum chemistry calculation of a structure of composition C29H57Cl3EuN2O3PSi at a distorted geometry, from OMol25.

Each line ends with the Löwdin spin population.
Cartesian coordinates (Å):
1 C -2.98320 4.23231 -4.15031  0.00
2 C -1.61335 3.72755 -3.75336  0.00
3 H -2.91206 4.65513 -5.17478  0.00
4 H -3.44586 4.99549 -3.46666  0.00
5 H -3.65022 3.33089 -4.21184  0.00
6 C -0.48186 4.46592 -3.93348  0.00
7 C -0.47626 5.74251 -4.67415  0.00
8 H 0.48209 4.09872 -3.57993  0.00
9 H -0.91352 6.55540 -4.06989  0.00
10 H -1.07923 5.64454 -5.59006  0.00
11 H 0.55675 5.99145 -4.98297  0.00
12 Eu 0.13207 -0.34380 1.68715  7.02
13 Cl -1.68654 -2.11554 0.61794  -0.01
14 Cl -1.55033 0.04026 3.83937  -0.01
15 C 1.83723 -2.08373 -0.59132  0.00
16 O 2.15497 -2.01438 0.63626  0.00
17 N 2.65905 -2.01740 -1.68617  0.00
18 C 4.03786 -1.62306 -1.42493  0.00
19 C 2.40365 -2.92390 -2.81091  0.00
20 H 0.79757 -2.25581 -0.89764  0.00
21 H 3.99558 -1.03396 -0.50438  0.00
22 H 4.42730 -1.00893 -2.24808  0.00
23 H 4.65256 -2.52637 -1.27049  0.00
24 H 1.33957 -3.19205 -2.85795  0.00
25 H 2.99344 -3.85120 -2.69621  0.00
26 H 2.67410 -2.46301 -3.77350  0.00
27 H -0.06956 4.66995 0.53017  0.00
28 H 2.03795 4.48148 -1.37483  0.00
29 C 0.81333 4.50270 1.16065  0.00
30 C 2.60650 4.16047 -0.48810  0.00
31 N 1.71731 3.55788 0.50346  0.00
32 H 0.53294 4.12831 2.14562  0.00
33 C 1.84862 2.30348 0.94872  0.00
34 O 1.11411 1.81444 1.84947  -0.01
35 H 3.35565 3.41529 -0.77761  0.00
36 H 2.64785 1.69056 0.47281  0.00
37 H 1.34198 5.46495 1.23037  0.00
38 H 3.08138 5.05836 -0.07097  0.00
39 O -2.05404 2.61144 -1.74472  0.00
40 C -1.57343 2.37103 -3.07160  0.00
41 C 0.94004 2.11371 -2.53381  0.00
42 C -0.21722 1.66364 -3.16527  0.00
43 H 0.79330 2.83630 -1.72883  0.00
44 C 2.19222 1.54982 -2.85688  0.00
45 H -2.30904 1.71285 -3.59628  0.00
46 C -0.13526 0.62502 -4.09973  0.00
47 H 3.09278 1.96675 -2.36960  0.00
48 C 2.25345 0.53886 -3.79730  0.00
49 C 1.09276 0.04163 -4.40331  0.00
50 H -1.08542 0.23702 -4.48506  0.00
51 H 3.25283 0.20494 -4.14513  0.00
52 H 1.13989 -0.77164 -5.15060  0.00
53 Si -3.34456 2.86545 -0.81949  0.00
54 Cl 0.72083 0.02840 -0.71272  -0.01
55 C -2.55038 3.36246 0.81808  0.00
56 C -3.83996 1.14127 -0.28392  0.00
57 C -4.79097 3.88180 -1.32949  0.00
58 H -1.52225 3.70963 0.67317  0.00
59 H -2.45378 2.49373 1.48016  0.00
60 H -3.15323 4.10316 1.36230  0.00
61 H -4.62303 4.94608 -1.59621  0.00
62 H -5.46162 3.90761 -0.45200  0.00
63 H -5.40047 3.42806 -2.12764  0.00
64 H -3.55748 0.37127 -1.00836  0.00
65 H -4.90898 1.11005 -0.04933  0.00
66 H -3.29058 0.84924 0.61953  0.00
67 C -2.84972 -3.70215 3.14159  0.00
68 C -1.55328 -3.68658 3.96331  0.00
69 C -1.32004 -5.01590 4.67070  0.00
70 P -0.06974 -3.12936 2.92322  -0.01
71 C 1.19945 -2.34350 4.10677  0.00
72 C 1.42134 -3.16672 5.36990  0.00
73 C 2.54081 -1.97748 3.44338  0.00
74 C 0.77707 -4.54531 1.97127  0.00
75 C 1.53637 -5.51674 2.87068  0.00
76 C -0.26363 -5.25390 1.07129  0.00
77 H -2.82655 -4.48458 2.37290  0.00
78 H -2.97401 -2.72983 2.64909  0.00
79 H -3.71034 -3.89433 3.79818  0.00
80 H -1.64057 -2.85960 4.68923  0.00
81 H -1.31487 -5.82996 3.93575  0.00
82 H -0.39418 -5.03398 5.25375  0.00
83 H -2.15728 -5.20512 5.36028  0.00
84 H 0.66433 -1.41411 4.38576  0.00
85 H 1.79681 -4.16706 5.12268  0.00
86 H 2.18102 -2.67693 5.99816  0.00
87 H 0.50362 -3.25982 5.95548  0.00
88 H 2.49569 -1.17774 2.68881  0.00
89 H 3.26256 -1.63614 4.19834  0.00
90 H 2.96638 -2.85243 2.93921  0.00
91 H 1.49187 -4.00506 1.32448  0.00
92 H 0.85526 -5.94177 3.62879  0.00
93 H 1.92070 -6.35246 2.25221  0.00
94 H 2.39831 -5.04090 3.36930  0.00
95 H -0.77975 -4.50153 0.45405  0.00
96 H 0.25281 -5.97166 0.41080  0.00
97 H -0.99628 -5.80186 1.69323  0.00

- Spin multiplicity: 8
- Energy above the lowest of the compared OMol25 structures with the same formula, charge and spin: 327.8 kJ/mol
- HOMO-LUMO gap (alpha / beta): 4.92 / 5.52 eV
- Net charge: -1
- Total energy: -114189.0072 eV

=====

The following is a quantum chemistry calculation of a structure of composition C9H16CdN2PS at a distorted geometry, from OMol25.

Each line ends with the natural charge from an NBO analysis.
Cartesian coordinates (Å):
1 C 1.89193 2.10835 -1.14156  -0.38
2 C 3.03750 1.32687 -0.86588  -0.36
3 C 3.18013 1.20415 0.55621  -0.37
4 C 2.15612 1.98780 1.16624  -0.36
5 C 1.31845 2.51437 0.13470  -0.39
6 Cd -1.73114 0.04149 0.10793  0.18
7 P -1.83914 -0.76019 -2.24855  -0.12
8 H 1.49754 2.37201 -2.11695  0.18
9 H 3.71152 0.88990 -1.59687  0.17
10 H 3.92520 0.62031 1.08468  0.18
11 H 0.41052 3.11058 0.26127  0.19
12 H 1.97734 2.10032 2.23980  0.18
13 H -1.66319 -2.18832 -2.24603  -0.01
14 H -0.83031 -0.34870 -3.19762  0.01
15 H -3.07839 -0.60133 -2.95482  0.02
16 S -0.94278 -0.52807 2.36473  -0.36
17 C -1.98256 -1.90513 2.59185  0.30
18 N -1.48569 -3.15171 2.68187  -0.62
19 C -2.24468 -4.37474 2.38879  -0.21
20 C -3.70803 -4.07214 2.13513  -0.43
21 C -4.17287 -2.90914 2.98746  -0.23
22 N -3.32449 -1.75506 2.64552  -0.61
23 H -0.47115 -3.19426 2.61881  0.42
24 H -2.13897 -5.04554 3.24906  0.18
25 H -1.78926 -4.86750 1.52470  0.20
26 H -4.31334 -4.95709 2.36014  0.21
27 H -3.84874 -3.83618 1.07402  0.22
28 H -4.06750 -3.14598 4.05453  0.18
29 H -5.20792 -2.63300 2.78444  0.21
30 H -3.63873 -0.81792 2.88860  0.43

- Spin multiplicity: 1
- Energy above the lowest of the compared OMol25 structures with the same formula, charge and spin: 72.6 kJ/mol
- HOMO-LUMO gap: 3.98 eV
- Net charge: -1
- Total energy: -37257.4661 eV

=====

Question: net charge of number 1 (C8H12O2SSi)?
Answer: 0